{
  "formula": "C34H36Cl6F5N3O3PtSeSi",
  "method": "ωB97M-V/def2-TZVPD",
  "elements": ["Pt", "Cl", "C", "C", "C", "Cl", "C", "Cl", "C", "Cl", "C", "Cl", "C", "C", "C", "C", "C", "O", "C", "C", "C", "C", "C", "C", "Cl", "C", "C", "C", "N", "C", "N", "C", "N", "H", "H", "H", "H", "H", "H", "H", "H", "H", "H", "H", "H", "H", "H", "H", "H", "H", "H", "H", "H", "H", "H", "F", "C", "C", "F", "C", "F", "C", "Se", "C", "F", "C", "F", "C", "C", "O", "O", "H", "H", "H", "C", "Si", "C", "C", "C", "H", "H", "H", "H", "H", "H", "H", "H", "H", "H", "H"],
  "xyz": [[0.446, 2.111, -0.938], [-1.656, 3.894, -0.848], [-1.613, 3.193, -2.453], [-0.602, 2.262, -2.667], [-0.539, 1.724, -3.943], [0.682, 0.579, -4.343], [-1.460, 2.080, -4.934], [-1.371, 1.368, -6.490], [-2.468, 3.003, -4.663], [-3.617, 3.419, -5.864], [-2.546, 3.580, -3.399], [-3.757, 4.731, -3.019], [-1.451, -3.064, 4.880], [-2.713, -3.073, 4.008], [-3.854, -2.435, 4.814], [-3.103, -4.526, 3.712], [-2.506, -2.321, 2.652], [-3.783, -2.331, 2.022], [-1.423, -3.006, 1.769], [-1.979, -3.792, 0.577], [-2.416, -2.909, -0.571], [-1.488, -2.099, -1.229], [-1.870, -1.265, -2.272], [-3.201, -1.236, -2.656], [-3.705, -0.136, -3.907], [-4.137, -2.050, -2.044], [-3.736, -2.884, -1.010], [-2.120, -0.864, 2.931], [-1.894, -0.108, 1.706], [-0.775, 0.433, 1.277], [-1.004, 1.011, 0.106], [-2.319, 0.770, -0.152], [-2.895, 0.101, 0.805], [-1.630, -3.675, 5.767], [-1.196, -2.062, 5.233], [-0.578, -3.480, 4.374], [-4.081, -3.068, 5.675], [-4.756, -2.338, 4.213], [-3.586, -1.451, 5.206], [-3.332, -5.037, 4.648], [-2.298, -5.079, 3.225], [-3.988, -4.569, 3.076], [-3.799, -1.682, 1.308], [-0.839, -3.684, 2.387], [-0.708, -2.268, 1.391], [-2.812, -4.415, 0.900], [-1.197, -4.465, 0.217], [-0.443, -2.115, -0.925], [-1.150, -0.627, -2.770], [-5.169, -2.027, -2.370], [-4.469, -3.514, -0.520], [-1.203, -0.793, 3.511], [-2.927, -0.377, 3.473], [0.150, 0.460, 1.831], [-2.838, 1.115, -1.033], [7.836, 2.783, -0.430], [6.499, 3.117, -0.435], [6.155, 4.553, -0.203], [6.778, 5.284, 0.700], [5.124, 4.935, -0.942], [4.514, 6.132, -0.886], [4.698, 3.876, -1.834], [3.455, 3.997, -3.079], [5.510, 2.684, -1.511], [5.858, 1.868, -2.573], [5.467, 2.136, -0.155], [4.401, 2.385, 0.746], [2.170, 4.612, 1.703], [1.694, 3.691, 0.641], [1.313, 2.512, 0.939], [1.634, 4.043, -0.571], [2.953, 4.121, 2.280], [1.339, 4.830, 2.376], [2.542, 5.534, 1.265], [1.784, -1.912, -2.556], [2.538, -0.729, -1.314], [4.384, -0.825, -1.570], [2.140, -1.336, 0.431], [2.168, 1.118, -1.480], [2.056, -2.926, -2.245], [2.204, -1.751, -3.552], [0.699, -1.870, -2.646], [4.686, -1.870, -1.695], [4.935, -0.411, -0.719], [4.698, -0.277, -2.462], [3.067, -1.538, 0.972], [1.558, -2.262, 0.422], [1.591, -0.587, 1.005], [2.389, 1.470, -2.492], [2.887, 1.602, -0.805]],
  "forces_ev_per_angstrom": [[-0.19, 1.37, 1.19], [-0.18, 0.24, -0.05], [-0.01, 0.03, 0.09], [-0.14, 0.06, 0.10], [0.13, -0.06, -0.09], [0.01, -0.03, -0.02], [0.01, 0.10, 0.00], [0.01, -0.01, -0.03], [0.07, -0.01, 0.00], [-0.02, 0.00, -0.03], [0.02, 0.00, -0.02], [-0.03, 0.01, 0.01], [0.00, 0.01, -0.03], [0.02, -0.02, 0.05], [0.00, 0.03, -0.01], [0.00, -0.01, -0.04], [-0.11, -0.18, -0.01], [0.07, -0.09, 0.15], [-0.03, 0.01, 0.02], [-0.01, 0.09, -0.10], [0.17, -0.01, -0.11], [-0.07, -0.08, 0.06], [0.00, -0.10, 0.07], [0.06, -0.02, 0.00], [-0.04, -0.04, 0.02], [-0.04, -0.02, 0.03], [-0.03, 0.01, 0.01], [-0.06, 0.09, 0.08], [-0.34, -0.02, -0.08], [0.28, 0.21, 0.20], [0.41, -0.48, -1.04], [-0.01, 0.13, -0.07], [0.05, -0.01, 0.25], [0.00, 0.01, -0.02], [-0.01, -0.03, 0.00], [-0.02, 0.01, 0.01], [0.02, 0.02, -0.01], [0.01, -0.01, 0.02], [-0.01, -0.03, -0.01], [0.01, 0.00, -0.02], [-0.02, 0.01, 0.02], [0.01, 0.00, 0.02], [-0.01, 0.05, -0.08], [0.04, -0.01, 0.02], [-0.04, -0.06, 0.04], [-0.01, 0.01, -0.03], [0.03, 0.00, 0.01], [-0.17, -0.02, 0.00], [-0.01, -0.08, 0.01], [0.01, 0.01, 0.01], [0.02, 0.02, -0.01], [0.04, -0.02, -0.03], [0.01, 0.06, 0.00], [-0.07, 0.01, -0.08], [0.08, -0.04, 0.04], [-0.32, 0.29, 0.12], [-0.23, -0.04, 0.11], [0.87, -0.30, 0.13], [-0.04, 0.00, 0.12], [-0.74, 0.70, -0.50], [0.17, -0.46, 0.05], [-0.18, 0.26, -0.63], [0.19, 0.17, -0.10], [0.17, 0.08, 0.20], [-0.30, 0.29, 0.31], [-0.04, -1.07, 0.46], [0.38, 0.33, -0.55], [0.12, 0.11, 0.09], [0.41, 0.09, -0.35], [-0.29, -0.50, 0.19], [-0.43, -0.69, -0.20], [-0.02, -0.01, -0.06], [0.01, 0.00, -0.02], [0.03, 0.01, -0.01], [-0.20, 0.10, -0.08], [0.21, -0.23, 0.13], [0.13, 0.01, 0.02], [-0.17, 0.06, 0.05], [0.57, -0.49, 0.05], [0.01, 0.03, 0.00], [0.02, -0.01, 0.05], [0.12, -0.03, -0.06], [-0.10, -0.02, -0.02], [-0.07, 0.11, -0.14], [0.01, -0.03, 0.10], [0.00, 0.03, -0.02], [0.00, 0.04, 0.01], [0.15, -0.12, -0.04], [-0.19, 0.09, 0.09], [-0.15, 0.04, 0.01]],
  "lowdin_charge": [1.2784, 0.7512, -0.6727, -0.3420, -0.6814, 0.7803, -0.7409, 0.7094, -0.7339, 0.7104, -0.7141, 0.7170, -0.0388, -0.5210, -0.0417, -0.0359, -0.4219, -0.0160, -0.0928, -0.1168, -0.2177, -0.0387, -0.1182, -0.6498, 0.7406, -0.0852, -0.0318, -0.0268, -0.0632, -0.1052, -0.0474, -0.1783, 0.1691, 0.0931, 0.0807, 0.0825, 0.0897, 0.0898, 0.0806, 0.0900, 0.0858, 0.0920, 0.0644, 0.1025, 0.0918, 0.1089, 0.1281, 0.0947, 0.0643, 0.1096, 0.1234, 0.1380, 0.1389, 0.1361, 0.1217, 0.0676, -0.2779, -0.1035, 0.1539, -0.2544, 0.0787, -0.5745, 0.8783, -0.3930, 0.0317, -0.0842, -0.0482, 0.0355, -0.6766, -0.1396, -0.0983, 0.0973, 0.0958, 0.0933, -0.2071, 0.4625, -0.1642, -0.1544, -0.3103, 0.0444, 0.0250, -0.0202, 0.0407, 0.0257, 0.0355, 0.0420, 0.0189, -0.0101, -0.0480, 0.0068],
  "energy_ha": -7777.713567,
  "largest_force_ev_per_a": 1.8,
  "homo_energy_ev": [-7.2, -6.1],
  "relative_energy_kcal_mol": 160.6
}

***

{
  "formula": "C4H14N2O",
  "method": "ωB97M-V/def2-TZVPD",
  "elements": ["C", "C", "C", "C", "N", "N", "H", "H", "H", "H", "H", "H", "H", "H", "H", "H", "H", "H", "H", "H", "O"],
  "xyz": [[2.110, 1.213, 0.184], [0.869, 0.328, 0.056], [0.154, 0.104, 1.385], [-1.281, -0.390, 1.127], [-2.139, 0.697, 0.711], [1.138, -0.951, -0.581], [1.871, 2.157, 0.681], [2.873, 0.744, 0.809], [2.565, 1.396, -0.793], [0.144, 0.846, -0.587], [0.055, 1.081, 1.851], [0.689, -0.615, 2.006], [-1.258, -1.146, 0.338], [-1.662, -0.951, 1.993], [-2.510, 1.223, 1.485], [-2.848, 0.525, 0.017], [1.538, -1.675, -0.010], [1.573, -0.880, -1.488], [-1.818, -1.795, -3.143], [-1.031, -0.657, -2.635], [-1.031, -1.254, -3.405]],
  "forces_ev_per_angstrom": [[0.07, -0.05, 0.30], [0.23, -0.16, -0.15], [-0.79, -0.01, -0.85], [-0.10, -0.67, -0.07], [0.50, 0.69, 0.27], [-0.37, 0.06, -0.16], [-0.07, 0.17, -0.24], [0.04, -0.23, 0.03], [-0.10, 0.12, 0.06], [0.11, 0.03, 0.09], [0.24, 0.03, 0.51], [0.24, 0.12, 0.22], [0.03, 0.17, -0.16], [0.02, 0.27, 0.15], [-0.19, 0.00, 0.08], [-0.08, -0.51, -0.18], [0.25, 0.11, 0.13], [0.01, -0.11, 0.00], [0.50, 0.18, -0.41], [0.24, 0.17, 0.01], [-0.78, -0.37, 0.39]],
  "lowdin_charge": [-0.1048, -0.5187, -0.1967, -0.4343, -0.0519, 0.0176, 0.0614, 0.0622, 0.0594, 0.1024, 0.0958, 0.1000, 0.0546, 0.0733, 0.0302, -0.0329, 0.0524, 0.0466, -0.0569, -0.0546, -0.3051],
  "energy_ha": -345.495201,
  "largest_force_ev_per_a": 1.2,
  "homo_energy_ev": [1.2, -5.3],
  "charge": -1,
  "multiplicity": 2,
  "relative_energy_kcal_mol": 4.1
}

***

{
  "formula": "C6H18NO3",
  "method": "ωB97M-V/def2-TZVPD",
  "elements": ["C", "O", "C", "C", "C", "C", "C", "N", "H", "H", "H", "H", "H", "H", "H", "H", "H", "H", "H", "H", "H", "H", "H", "H", "O", "H", "H", "O"],
  "xyz": [[-0.257, -0.106, -2.420], [-1.101, 0.987, -2.774], [-0.422, -0.428, -0.933], [0.675, -1.348, -0.431], [0.582, -1.727, 1.049], [0.521, -0.149, 3.005], [1.151, -0.684, 1.971], [-0.428, 0.888, -0.214], [-0.454, -0.999, -3.011], [0.769, 0.211, -2.612], [-1.854, 0.691, -3.299], [-1.401, -0.867, -0.756], [1.655, -0.907, -0.636], [0.640, -2.252, -1.043], [1.140, -2.651, 1.209], [-0.441, -1.973, 1.328], [0.988, 0.570, 3.662], [-0.488, -0.441, 3.264], [2.178, -0.405, 1.747], [-0.970, 1.540, -0.786], [0.530, 1.248, -0.075], [-0.849, 0.779, 0.712], [2.648, 2.328, -1.049], [2.949, 1.812, 0.359], [2.309, 1.740, -0.364], [-3.561, 0.455, 1.390], [-2.727, -0.636, 2.051], [-2.698, 0.007, 1.330]],
  "forces_ev_per_angstrom": [[-0.06, 0.16, 0.07], [-0.13, -0.14, -0.02], [0.19, -0.05, -0.33], [0.14, -0.16, -0.01], [0.09, -0.05, 0.13], [0.02, 0.08, 0.06], [-0.06, -0.10, -0.17], [0.24, -0.19, 0.42], [-0.03, 0.00, -0.01], [0.07, -0.03, -0.01], [0.16, 0.01, 0.09], [-0.10, 0.04, 0.05], [-0.02, 0.11, 0.01], [-0.13, -0.02, 0.00], [0.14, -0.03, -0.08], [-0.21, 0.07, 0.01], [0.08, 0.02, -0.01], [-0.08, -0.04, -0.01], [0.01, 0.07, 0.10], [-0.07, 0.10, 0.04], [0.06, 0.07, -0.31], [-0.30, 0.04, -0.07], [-0.05, 0.00, -0.02], [-0.17, -0.03, -0.15], [0.20, 0.05, 0.20], [0.46, -0.16, -0.11], [0.04, 0.08, -0.15], [-0.48, 0.10, 0.28]],
  "lowdin_charge": [-0.1863, -0.0503, -0.2827, -0.1510, -0.1840, 0.0182, -0.1940, 0.2186, 0.1403, 0.1304, 0.1116, 0.1477, 0.1174, 0.1322, 0.1241, 0.1117, 0.0651, 0.0567, 0.1050, 0.1536, 0.1097, 0.1134, 0.0736, 0.0732, -0.0404, 0.0763, 0.0581, -0.0484],
  "energy_ha": -519.661124,
  "largest_force_ev_per_a": 0.6,
  "homo_energy_ev": -13.2,
  "charge": 1,
  "relative_energy_kcal_mol": 0.0
}

***

- What is the formula in the second record?
  C4H14N2O

***

Repeat the third record exactly.
{
  "formula": "C6H18NO3",
  "method": "ωB97M-V/def2-TZVPD",
  "elements": ["C", "O", "C", "C", "C", "C", "C", "N", "H", "H", "H", "H", "H", "H", "H", "H", "H", "H", "H", "H", "H", "H", "H", "H", "O", "H", "H", "O"],
  "xyz": [[-0.257, -0.106, -2.420], [-1.101, 0.987, -2.774], [-0.422, -0.428, -0.933], [0.675, -1.348, -0.431], [0.582, -1.727, 1.049], [0.521, -0.149, 3.005], [1.151, -0.684, 1.971], [-0.428, 0.888, -0.214], [-0.454, -0.999, -3.011], [0.769, 0.211, -2.612], [-1.854, 0.691, -3.299], [-1.401, -0.867, -0.756], [1.655, -0.907, -0.636], [0.640, -2.252, -1.043], [1.140, -2.651, 1.209], [-0.441, -1.973, 1.328], [0.988, 0.570, 3.662], [-0.488, -0.441, 3.264], [2.178, -0.405, 1.747], [-0.970, 1.540, -0.786], [0.530, 1.248, -0.075], [-0.849, 0.779, 0.712], [2.648, 2.328, -1.049], [2.949, 1.812, 0.359], [2.309, 1.740, -0.364], [-3.561, 0.455, 1.390], [-2.727, -0.636, 2.051], [-2.698, 0.007, 1.330]],
  "forces_ev_per_angstrom": [[-0.06, 0.16, 0.07], [-0.13, -0.14, -0.02], [0.19, -0.05, -0.33], [0.14, -0.16, -0.01], [0.09, -0.05, 0.13], [0.02, 0.08, 0.06], [-0.06, -0.10, -0.17], [0.24, -0.19, 0.42], [-0.03, 0.00, -0.01], [0.07, -0.03, -0.01], [0.16, 0.01, 0.09], [-0.10, 0.04, 0.05], [-0.02, 0.11, 0.01], [-0.13, -0.02, 0.00], [0.14, -0.03, -0.08], [-0.21, 0.07, 0.01], [0.08, 0.02, -0.01], [-0.08, -0.04, -0.01], [0.01, 0.07, 0.10], [-0.07, 0.10, 0.04], [0.06, 0.07, -0.31], [-0.30, 0.04, -0.07], [-0.05, 0.00, -0.02], [-0.17, -0.03, -0.15], [0.20, 0.05, 0.20], [0.46, -0.16, -0.11], [0.04, 0.08, -0.15], [-0.48, 0.10, 0.28]],
  "lowdin_charge": [-0.1863, -0.0503, -0.2827, -0.1510, -0.1840, 0.0182, -0.1940, 0.2186, 0.1403, 0.1304, 0.1116, 0.1477, 0.1174, 0.1322, 0.1241, 0.1117, 0.0651, 0.0567, 0.1050, 0.1536, 0.1097, 0.1134, 0.0736, 0.0732, -0.0404, 0.0763, 0.0581, -0.0484],
  "energy_ha": -519.661124,
  "largest_force_ev_per_a": 0.6,
  "homo_energy_ev": -13.2,
  "charge": 1,
  "relative_energy_kcal_mol": 0.0
}